# 1
# C17H20N2O5S

The molecule C17H20N2O5S (ωB97M-V with the def2-TZVPD basis set, OMol25).

As for the structure (SMILES): COc1ccc(NC(=O)c2ccc(S(=O)(=O)N(C)C)cc2)cc1OC.

Element x y z (Å)
C 1.1924 7.6695 0.8826
O 2.1280 6.6532 0.6281
C 1.6771 5.3649 0.4620
C 0.3325 5.0216 0.5286
C -0.0962 3.7187 0.3609
C 0.8278 2.7100 0.1181
N 0.3491 1.4051 -0.0506
C 1.0492 0.2499 -0.2222
O 2.2578 0.1612 -0.2420
C 0.1719 -0.9603 -0.3632
C -1.0606 -0.9291 -1.0110
C -1.8139 -2.0864 -1.1180
C -1.3327 -3.2627 -0.5771
S -2.3039 -4.7637 -0.6863
O -3.5503 -4.4671 -1.3382
O -1.4902 -5.8133 -1.2207
N -2.5332 -5.0805 0.9592
C -2.7978 -6.4731 1.2494
C -3.4829 -4.1603 1.5386
C -0.1002 -3.3184 0.0456
C 0.6551 -2.1649 0.1453
C 2.1732 3.0368 0.0463
C 2.6174 4.3453 0.2136
O 3.9660 4.4733 0.1103
C 4.6101 5.7201 0.2414
H 1.7779 8.5828 0.9794
H 0.6448 7.4927 1.8143
H 0.4821 7.7834 0.0570
H -0.4079 5.7820 0.7158
H -1.1513 3.4940 0.4206
H -0.6559 1.3248 0.0149
H -1.4248 -0.0178 -1.4635
H -2.7701 -2.0995 -1.6176
H -2.1215 -7.0647 0.6376
H -3.8314 -6.7539 1.0176
H -2.5994 -6.6615 2.3048
H -3.4924 -4.2902 2.6202
H -3.1631 -3.1470 1.3016
H -4.4930 -4.3141 1.1421
H 0.2469 -4.2626 0.4324
H 1.6280 -2.1715 0.6129
H 2.9126 2.2769 -0.1392
H 4.4513 6.1575 1.2291
H 5.6699 5.5037 0.1070
H 4.2843 6.4279 -0.5236

---

# 2
# C17H20N2OS

The molecule C17H20N2OS (ωB97M-V with the def2-TZVPD basis set, OMol25).

As for the structure (SMILES): OCCCn1c(-c2ccccc2)nc(=S)c2c1CCCC2.

Element x y z (Å)
O 2.3078 -1.6677 2.9094
C 1.1427 -0.9058 3.3816
C 0.3292 -0.8505 2.1834
C 0.9655 -0.0833 1.1014
N -0.1884 0.0331 0.0964
C -0.5957 -0.9789 -0.7907
C 0.4769 -1.8769 -1.3325
C 1.5635 -1.2826 -2.1144
C 2.6084 -2.1153 -2.5401
C 2.5294 -3.4535 -2.2978
C 1.4827 -3.9999 -1.6843
C 0.4867 -3.2682 -1.0345
N -1.8588 -1.0603 -1.0250
C -2.6779 -0.0267 -0.6545
S -4.3158 -0.3737 -0.4353
C -2.1759 1.3537 -0.2740
C -0.7725 1.2948 -0.0536
C -0.0103 2.5217 0.1629
C -0.7983 3.7585 -0.3136
C -2.3178 3.8706 -0.2091
C -2.9586 2.5610 -0.6229
H 2.5795 -2.2822 3.6127
H 0.6312 -1.5039 4.1351
H 1.2533 0.0923 3.8660
H -0.7136 -0.4054 2.2073
H 0.1181 -1.8421 1.9001
H 1.4348 0.8818 1.3892
H 1.7544 -0.6261 0.7215
H 1.6705 -0.2375 -2.3538
H 3.5080 -1.7794 -3.0682
H 3.2707 -4.2030 -2.7669
H 1.5434 -5.0824 -1.4963
H -0.2265 -3.7252 -0.3577
H 0.9120 2.3574 -0.4801
H 0.3202 2.5762 1.1864
H -0.3891 4.7192 0.0648
H -0.6086 3.7715 -1.3296
H -2.5402 3.8919 0.8540
H -2.6292 4.7930 -0.6738
H -3.1729 2.4852 -1.6923
H -3.9387 2.6686 -0.1714

---

# 3
# C17H20N4O

The molecule C17H20N4O (ωB97M-V with the def2-TZVPD basis set, OMol25).

As for the structure (SMILES): CC[C@@H]1CCCN1Cn1cnc2c([nH]c3ccccc32)c1=O.

Element x y z (Å)
C 0.4223 2.0871 0.0956
C 1.2868 2.2944 1.3317
C 1.4510 1.0191 2.1701
C 2.2627 1.2894 3.4438
C 3.6981 1.1082 2.9615
C 3.5728 -0.0644 1.9899
N 2.2217 0.0093 1.4340
C 1.5753 -1.2717 1.3043
N 0.5754 -1.2346 0.2496
C 0.9915 -1.1448 -1.0450
N 0.2435 -1.0609 -2.0842
C -1.0928 -1.0472 -1.8387
C -1.6154 -1.1255 -0.5473
N -2.9807 -1.0832 -0.5996
C -3.3638 -0.9822 -1.9076
C -4.6373 -0.9106 -2.4601
C -4.7353 -0.8128 -3.8314
C -3.5994 -0.7854 -4.6467
C -2.3334 -0.8555 -4.1113
C -2.2052 -0.9557 -2.7272
C -0.7774 -1.2174 0.6113
O -1.1413 -1.2800 1.7751
H 0.8967 1.3893 -0.5892
H 0.2749 3.0304 -0.4255
H -0.5542 1.6937 0.3726
H 0.8295 3.0588 1.9638
H 2.2708 2.6493 1.0240
H 0.4559 0.6288 2.4056
H 2.0752 2.2776 3.8577
H 2.0257 0.5421 4.2031
H 4.3946 0.8926 3.7696
H 4.0371 2.0029 2.4407
H 4.3061 -0.0133 1.1794
H 3.7231 -1.0093 2.5289
H 1.0469 -1.5916 2.2177
H 2.3257 -2.0220 1.0358
H 2.0632 -1.1478 -1.1857
H -3.5834 -1.1271 0.2052
H -5.5165 -0.9314 -1.8337
H -5.7116 -0.7558 -4.2897
H -3.7267 -0.7075 -5.7161
H -1.4519 -0.8351 -4.7321

---

# 4
# C17H20N4O2S2

The molecule C17H20N4O2S2 (ωB97M-V with the def2-TZVPD basis set, OMol25).

As for the structure (SMILES): NS(=O)(=O)c1ccc(NC(=S)N2CCN(c3ccccc3)CC2)cc1.

Element x y z (Å)
N 5.7684 -4.9600 -1.3616
S 4.2908 -5.7821 -1.3649
O 4.2866 -6.6616 -0.2317
O 4.0891 -6.3200 -2.6782
C 3.1718 -4.4326 -1.0803
C 2.6947 -3.7004 -2.1486
C 1.8580 -2.6232 -1.9271
C 1.4900 -2.2880 -0.6235
N 0.6872 -1.1966 -0.3178
C -0.2551 -0.5653 -1.0945
S -0.9032 -1.2649 -2.4456
N -0.6421 0.6636 -0.6797
C -1.8670 1.2670 -1.1587
C -2.9197 1.2452 -0.0363
N -2.4304 1.9185 1.1491
C -2.6705 3.2823 1.3153
C -3.9607 3.7803 1.1032
C -4.2525 5.1131 1.3054
C -3.2732 5.9922 1.7380
C -1.9983 5.5109 1.9696
C -1.6949 4.1777 1.7597
C -1.1882 1.3328 1.5912
C -0.1284 1.3718 0.4728
C 1.9932 -3.0352 0.4468
C 2.8323 -4.1062 0.2177
H 6.3814 -5.3117 -0.6440
H 6.2099 -4.9958 -2.2662
H 2.9791 -3.9886 -3.1474
H 1.4864 -2.0475 -2.7574
H 0.6675 -0.9803 0.6699
H -2.2192 0.7083 -2.0257
H -1.6614 2.3014 -1.4523
H -3.8301 1.7183 -0.3957
H -3.1440 0.2041 0.2214
H -4.7511 3.1116 0.7985
H -5.2585 5.4668 1.1335
H -3.5032 7.0342 1.8974
H -1.2211 6.1794 2.3108
H -0.6827 3.8512 1.9431
H -0.8345 1.8378 2.4894
H -1.3948 0.2858 1.8481
H 0.8293 0.9704 0.8030
H 0.0316 2.4127 0.1692
H 1.7176 -2.7718 1.4587
H 3.2200 -4.7056 1.0252

---

# 5
# C17H20N4O6

A cluster of 2 separate species, C17H20N4O6 in total (ωB97M-V with the def2-TZVPD basis set, OMol25).

As for the structure (SMILES): Cn1nc(-c2ccc3c(c2)OCO3)cc1C(=O)O.CNC(=O)CNC(C)=O.

Element x y z (Å)
C 2.9989 0.9982 -3.2882
N 2.5784 1.4603 -1.9600
N 1.6241 0.8110 -1.2290
C 1.4199 1.5542 -0.1682
C 0.5185 1.2113 0.9256
C -0.6430 1.9687 1.1605
C -1.4934 1.6452 2.2272
C -1.1651 0.5769 3.0609
C -0.0338 -0.1746 2.8317
C 0.8169 0.1264 1.7674
O 0.0776 -1.1682 3.7493
C -1.0907 -1.0305 4.5831
O -1.8353 0.1203 4.1478
C 2.2695 2.7192 -0.1916
C 3.0248 2.6169 -1.3237
C 4.0899 3.5279 -1.7462
O 4.9822 3.1009 -2.4578
O 4.0455 4.8040 -1.3108
H 2.3347 0.2036 -3.6387
H 4.0193 0.6075 -3.2444
H 2.9623 1.8206 -4.0076
H -0.8887 2.8047 0.5116
H -2.4021 2.2071 2.4171
H 1.7099 -0.4704 1.6121
H -1.7150 -1.9258 4.5031
H -0.7933 -0.9107 5.6291
H 2.3252 3.4919 0.5685
H 4.8392 5.2149 -1.6833
C -4.2572 -0.4231 -1.0431
N -3.2022 -1.3563 -0.6581
C -2.8685 -1.6567 0.6021
O -3.4335 -1.1499 1.5658
C -1.7288 -2.6604 0.8336
N -0.6136 -2.5810 -0.1201
C -0.6442 -2.9630 -1.3951
C 0.6235 -2.7634 -2.1908
O -1.6413 -3.4254 -1.9325
H -4.5483 -0.5985 -2.0796
H -5.1278 -0.5650 -0.3993
H -3.9000 0.6016 -0.9320
H -2.7350 -1.8832 -1.3876
H -2.1599 -3.6600 0.7797
H -1.3470 -2.5123 1.8426
H 0.2407 -2.1650 0.2144
H 1.4139 -3.3826 -1.7719
H 0.4408 -3.0527 -3.2248
H 0.9121 -1.7146 -2.1488

---

# 6
# C17H21BrN2O4

The molecule C17H21BrN2O4 (ωB97M-V with the def2-TZVPD basis set, OMol25).

As for the structure (SMILES): CCCCCCC(=O)N(O)[C@@H]1CC(=O)N(c2ccc(Br)cc2)C1=O.

Element x y z (Å)
C -8.5375 -1.1980 -0.5194
C -7.2534 -1.6683 0.1535
C -6.3320 -2.3823 -0.8353
C -5.0224 -2.8840 -0.2105
C -3.8268 -1.9577 -0.4284
C -3.9732 -0.6002 0.2514
C -2.6920 0.1884 0.1803
O -1.6230 -0.2263 -0.2225
N -2.7698 1.4689 0.6273
O -3.9561 2.0226 1.0844
C -1.5998 2.3214 0.5994
C -1.2582 2.8868 -0.7771
C 0.1585 2.4279 -1.0628
O 0.8265 2.7043 -2.0190
N 0.5675 1.6253 -0.0096
C 1.7917 0.9116 -0.0083
C 2.9779 1.5629 -0.3189
C 4.1655 0.8545 -0.3203
C 4.1502 -0.4927 -0.0018
Br 5.7861 -1.4627 0.0087
C 2.9705 -1.1499 0.3058
C 1.7829 -0.4437 0.2964
C -0.3742 1.4776 0.9868
O -0.2299 0.8961 2.0267
H -9.1881 -0.7033 0.1981
H -8.3142 -0.4962 -1.3203
H -9.0760 -2.0414 -0.9459
H -6.7457 -0.8087 0.5927
H -7.5037 -2.3547 0.9661
H -6.1060 -1.7145 -1.6693
H -6.8806 -3.2327 -1.2461
H -5.1684 -3.0437 0.8601
H -4.7668 -3.8505 -0.6490
H -2.9274 -2.4388 -0.0389
H -3.6728 -1.8051 -1.4983
H -4.2250 -0.7370 1.3076
H -4.7657 -0.0078 -0.2088
H -4.0202 1.8846 2.0451
H -1.7499 3.1028 1.3500
H -1.9130 2.4815 -1.5502
H -1.3160 3.9738 -0.8261
H 2.9734 2.6116 -0.5682
H 5.0945 1.3465 -0.5632
H 2.9790 -2.2024 0.5427
H 0.8478 -0.9337 0.5135

---

For reference, gap between HOMO and LUMO by record: 8.0; 7.4; 8.5; 8.2; 8.6; 9.2 eV.